This record from the Open Molecules 2025 dataset describes 20 unconnected molecules or ions with the total composition C86H106N14O24. The level of theory is the ωB97M-V functional and the def2-TZVPD basis.

Spin multiplicity = 1
HOMO-LUMO gap = 6.5 eV

Geometry (Å):
N: -4.55728 -1.68151 0.13928
C: -5.71041 -2.34948 0.32696
C: -6.32610 -1.72933 1.37446
C: -5.55557 -0.63315 1.85019
C: -4.38226 -0.71332 1.06850
H: -3.96280 -1.66436 -0.68078
H: -6.00814 -3.14388 -0.30993
H: -7.29224 -1.98738 1.83756
H: -5.73792 -0.10516 2.79914
H: -3.38010 -0.30943 1.11337
N: -3.76647 -5.66081 -1.16520
C: -4.71531 -6.08863 -2.03773
C: -4.60033 -5.24330 -3.16915
C: -3.55410 -4.32874 -2.82245
C: -3.06714 -4.59924 -1.58244
H: -3.73653 -5.96126 -0.19436
H: -5.24469 -7.01422 -1.78070
H: -5.21750 -5.31106 -4.06727
H: -3.31075 -3.54020 -3.54476
H: -2.30048 -4.14823 -0.97860
N: 1.44897 -0.70448 4.94148
C: 1.87848 0.40328 5.66069
C: 3.12056 0.79886 5.12436
C: 3.38334 -0.12849 4.00958
C: 2.34103 -0.98775 3.96146
H: 0.61056 -1.16173 5.05008
H: 1.25122 0.87201 6.39465
H: 3.57810 1.64447 5.58618
H: 4.32233 -0.11106 3.49024
H: 2.15859 -1.80391 3.30442
N: -1.94832 2.94727 2.27823
C: -1.04412 3.69586 2.96455
C: -0.94082 3.24512 4.22978
C: -1.92240 2.16596 4.34766
C: -2.48006 2.00192 3.11125
H: -2.26079 3.20742 1.34971
H: -0.51578 4.47290 2.48777
H: -0.19887 3.54586 4.93440
H: -2.17422 1.71256 5.29521
H: -3.17996 1.28005 2.75012
N: 2.67686 -1.59711 -0.28039
C: 2.25410 -2.82231 0.11398
C: 2.87817 -3.23725 1.29732
C: 3.83046 -2.23263 1.58751
C: 3.64972 -1.23003 0.65500
H: 2.57759 -1.24952 -1.23326
H: 1.61069 -3.44233 -0.48684
H: 2.61030 -4.18168 1.78525
H: 4.47973 -2.09664 2.49705
H: 4.23870 -0.31990 0.43951
N: -0.30003 -5.73269 -2.90479
C: 0.34575 -5.51641 -1.74490
C: 1.69086 -5.68228 -1.94836
C: 1.83139 -6.07433 -3.30996
C: 0.57506 -6.10572 -3.84119
H: -1.31875 -5.68374 -2.97189
H: -0.20200 -5.16952 -0.83658
H: 2.51307 -5.56541 -1.17760
H: 2.68026 -6.23330 -3.90960
H: 0.28045 -6.21521 -4.89392
N: 1.20505 3.64211 -5.47399
C: 1.56608 2.97588 -4.31804
C: 2.93428 3.07483 -4.16966
C: 3.43435 3.68032 -5.41046
C: 2.35216 3.98799 -6.15531
H: 0.24946 3.80309 -5.79860
H: 0.86813 2.59686 -3.56066
H: 3.57259 2.82504 -3.32941
H: 4.40916 3.79234 -5.80332
H: 2.40422 4.36633 -7.12549
N: 3.35148 -2.93288 -3.29707
C: 4.30335 -1.97957 -3.59350
C: 3.66191 -0.80227 -3.86075
C: 2.27531 -1.04941 -3.66588
C: 2.11256 -2.38433 -3.30637
H: 3.63786 -3.72949 -2.69621
H: 5.34341 -2.23997 -3.42039
H: 4.09529 0.16782 -4.15122
H: 1.49066 -0.35288 -3.95313
H: 1.19727 -3.02684 -3.08092
N: -3.42987 6.66835 2.74754
C: -4.01839 5.67981 3.55520
C: -5.21836 6.16868 3.94105
C: -5.33336 7.48387 3.42552
C: -4.22804 7.74500 2.66560
H: -2.42367 6.71560 2.62739
H: -3.37800 4.84796 3.66401
H: -5.85103 5.52347 4.48696
H: -6.21076 8.13260 3.53699
H: -3.92737 8.68493 2.08963
N: -3.19422 -2.51605 3.39144
C: -3.93721 -3.01392 4.47385
C: -3.56037 -2.26995 5.59499
C: -2.54934 -1.26922 5.14608
C: -2.44337 -1.46054 3.80552
H: -3.60429 -2.46029 2.44187
H: -4.72709 -3.74230 4.41756
H: -3.92030 -2.34044 6.63479
H: -1.97270 -0.53360 5.72380
H: -2.02448 -0.90374 2.97879
N: 1.31149 -2.82236 -6.75818
C: 0.37944 -3.26803 -7.65813
C: 0.68362 -4.56454 -8.01530
C: 1.85673 -4.90523 -7.34723
C: 2.19847 -3.82402 -6.56734
H: 1.21729 -2.00711 -6.22608
H: -0.32927 -2.51389 -7.89523
H: 0.16498 -5.20485 -8.73155
H: 2.32843 -5.85205 -7.38151
H: 3.02724 -3.66271 -5.87312
C: -2.27146 2.90319 -3.34552
C: -2.37855 1.47167 -3.06599
C: -3.31709 1.00150 -1.94390
O: -3.79609 -0.28110 -2.45700
C: -3.48988 -0.44022 -3.75098
O: -3.80327 -1.38069 -4.41072
O: -2.81298 0.64870 -4.20112
H: -1.92222 3.48919 -2.51774
H: -3.22629 3.21900 -3.65068
H: -1.58665 3.03936 -4.26190
H: -1.40752 0.99531 -2.74566
H: -4.03979 1.65373 -1.56590
H: -2.75990 0.62547 -1.09453
C: -8.52345 -0.25658 -1.32173
C: -7.11130 0.37863 -1.57076
C: -6.68245 0.16268 -3.05269
O: -6.15893 1.39071 -3.43383
C: -6.47239 2.34521 -2.58307
O: -6.40612 3.52109 -2.80726
O: -7.06813 1.79735 -1.48715
H: -9.30488 0.44935 -1.57016
H: -8.70399 -0.52816 -0.29683
H: -8.74290 -1.10424 -1.94104
H: -6.39599 -0.13653 -0.88518
H: -7.69689 0.02116 -3.62485
H: -5.98003 -0.65044 -3.21561
C: 0.16247 5.82018 -3.05196
C: 0.88428 6.58060 -1.94883
C: 0.72750 8.04553 -1.87722
O: 0.47203 8.32540 -0.49006
C: 0.07037 7.19952 0.16930
O: -0.40625 7.16097 1.23699
O: 0.35044 6.15859 -0.66232
H: 0.56212 6.16536 -4.05827
H: -0.94464 5.94184 -3.05759
H: 0.49189 4.78821 -3.02503
H: 1.96187 6.32220 -2.08594
H: -0.02049 8.46236 -2.47267
H: 1.61600 8.48746 -2.22926
C: 0.46528 3.03908 -0.06696
C: 0.80807 1.56571 0.09117
C: 0.57503 0.99083 1.43967
O: -0.36338 -0.03206 1.28230
C: -0.63117 -0.19420 -0.07417
O: -1.43126 -1.02694 -0.37607
O: 0.08753 0.66336 -0.77799
H: 0.78144 3.41346 -0.97828
H: 0.89010 3.61233 0.78039
H: -0.58855 3.13432 0.05112
H: 1.86219 1.35220 -0.12673
H: 0.17798 1.76519 2.07098
H: 1.50558 0.60811 1.92321
C: -6.60050 3.57293 2.12186
C: -6.37362 4.09193 0.69642
C: -5.92674 5.55012 0.61840
O: -4.63249 5.51363 -0.07324
C: -4.21471 4.28200 -0.06857
O: -3.12489 3.90084 -0.35331
O: -5.13868 3.42349 0.29236
H: -6.40756 2.45361 2.15582
H: -7.58815 3.70678 2.55760
H: -5.84634 4.12130 2.71823
H: -7.16465 3.79164 -0.03652
H: -5.82879 5.95628 1.58093
H: -6.54116 6.19782 0.01521
C: 0.48705 -5.42802 3.48009
C: -0.72667 -4.53066 3.42051
C: -0.77676 -3.67403 2.07360
O: -1.93533 -4.18551 1.35441
C: -2.47871 -5.14822 2.08768
O: -3.46082 -5.77243 1.75810
O: -1.89485 -5.31433 3.24243
H: 0.42344 -5.98496 2.57483
H: 0.45067 -6.06001 4.36065
H: 1.34694 -4.79343 3.48737
H: -0.73774 -3.85478 4.28565
H: 0.09390 -3.91397 1.48017
H: -0.90839 -2.60554 2.27641
C: 8.12994 -6.14191 1.92977
C: 7.87720 -7.22338 1.09445
C: 6.99089 -7.10078 0.02327
C: 6.31743 -5.93556 -0.19944
C: 6.53660 -4.83340 0.64730
C: 7.49088 -4.91839 1.67181
N: 5.62306 -5.75417 -1.46988
O: 5.77815 -6.54645 -2.38078
O: 4.84004 -4.79030 -1.52726
H: 8.91201 -6.25050 2.65249
H: 8.31161 -8.19571 1.19597
H: 6.87455 -7.94223 -0.68431
H: 5.95977 -3.92404 0.61295
H: 7.58466 -4.11876 2.42371
C: 9.92135 -2.53850 1.98819
C: 9.13857 -2.41689 0.86670
C: 8.30300 -1.34064 0.71234
C: 8.12328 -0.44300 1.74823
C: 8.90867 -0.55435 2.89569
C: 9.80708 -1.57938 3.02503
N: 7.06831 0.56753 1.75098
O: 6.95663 1.21224 2.79119
O: 6.43088 0.76703 0.73259
H: 10.49511 -3.38407 2.09382
H: 9.16745 -3.05708 0.00748
H: 7.60032 -1.27616 -0.04595
H: 8.77539 0.14030 3.70540
H: 10.41851 -1.68201 3.87257
C: 2.46174 5.16904 4.43524
C: 2.02448 5.90439 3.30158
C: 2.64173 5.63862 2.08569
C: 3.47519 4.53075 1.93857
C: 3.93734 3.83654 2.99959
C: 3.37250 4.12590 4.26984
N: 3.87268 4.12242 0.64569
O: 4.49378 3.06529 0.47476
O: 3.54952 4.83238 -0.24390
H: 2.03734 5.29711 5.44843
H: 1.28812 6.62603 3.40715
H: 2.40033 6.16655 1.17115
H: 4.63430 2.98520 2.81206
H: 3.71305 3.55307 5.11994

Here are the Löwdin charges for atoms 1 to 6, given in e: 0.025 -0.128 -0.138 -0.081 -0.167 0.124